# 1
Here is C25H22ClIN3OS2Ta as an isolated structure in a non-equilibrium geometry from the Open Molecules 2025 dataset. Energies are from ωB97M-V with the def2-TZVPD basis set.

For the total energy, the calculation gives -2816.2316 hartree. The lowest unoccupied orbital energy is -7.91 eV. For the molar mass, the calculation gives 787.91 g/mol. As for the HOMO-LUMO gap: 6.17 eV. Its HOMO energy is -14.076 eV.

Geometry as ORCA input:
```
! RIJCOSX wB97M-V def2-TZVPD def2/J DEFGRID3
* xyz 2 1
Ta -0.36 0.05 -0.26
C 1.92 2.40 -1.36
N 1.52 1.01 -1.74
C 2.63 0.06 -1.52
C 2.92 -0.07 -0.06
N 1.73 -0.59 0.67
C 1.75 -2.09 0.63
C 1.71 -0.06 2.04
C 2.51 -0.62 3.02
C 2.53 -0.10 4.30
C 1.72 0.99 4.62
C 0.92 1.56 3.65
C 0.92 1.05 2.35
S -0.01 1.95 1.14
C 1.22 1.02 -3.18
C 2.15 1.44 -4.11
C 1.84 1.45 -5.46
C 0.58 1.03 -5.89
C -0.35 0.60 -4.96
C -0.02 0.60 -3.61
S -1.24 0.04 -2.47
H 2.84 2.68 -1.87
H 2.08 2.48 -0.29
H 1.13 3.09 -1.65
H 3.53 0.39 -2.04
H 2.34 -0.90 -1.95
H 3.21 0.88 0.38
H 3.76 -0.75 0.09
H 2.68 -2.47 1.05
H 1.70 -2.42 -0.41
H 0.92 -2.49 1.19
H 3.15 -1.46 2.79
H 3.16 -0.54 5.05
H 1.73 1.40 5.62
H 0.31 2.42 3.88
H 3.14 1.77 -3.80
H 2.57 1.78 -6.18
H 0.34 1.04 -6.94
H -1.33 0.26 -5.28
Cl -6.18 -2.26 3.14
C -4.59 -1.90 2.61
C -3.52 -2.30 3.36
C -2.19 -2.02 2.94
I -0.59 -2.65 4.09
C -2.00 -1.34 1.77
O -0.80 -1.01 1.22
C -3.08 -0.90 1.02
N -2.76 -0.19 -0.11
C -3.75 0.23 -0.88
C -5.09 -0.02 -0.59
C -5.43 -0.72 0.55
C -4.40 -1.17 1.40
H -3.68 -2.84 4.28
H -3.48 0.79 -1.77
H -5.86 0.34 -1.26
H -6.46 -0.91 0.80
*
```

These are the natural (NBO) partial charges, in e, on atoms 1 to 8: 1.888, -0.421, -0.485, -0.244, -0.233, -0.534, -0.433, 0.216


# 2
Here is an isolated ion of composition C25H22F6N and charge +1 in a non-equilibrium geometry from the Open Molecules 2025 dataset. Energies are from ωB97M-V with the def2-TZVPD basis set.

For the total energy, the calculation gives -1619.5754 hartree. The lowest unoccupied orbital energy is -2.85 eV. For the molar mass, the calculation gives 450.45 g/mol. As for the SMILES: FC(F)(F)c1ccc(C(c2ccc(C(F)(F)F)cc2)[N@H+]2CCC[C@@H]2c2ccccc2)cc1. As for the HOMO-LUMO gap: 9.80 eV. Its HOMO energy is -12.642 eV. The calculation puts the energy relative to the best compared isomer or geometry (same formula, charge and spin) at 0.0 kJ/mol.

Geometry as ORCA input:
```
! RIJCOSX wB97M-V def2-TZVPD def2/J DEFGRID3
* xyz 1 1
F 6.30 1.50 1.04
C 5.38 2.28 0.40
F 5.89 3.56 0.40
F 5.38 1.88 -0.91
C 3.99 2.21 1.01
C 3.13 3.27 0.75
C 1.87 3.28 1.38
C 1.53 2.36 2.39
C 0.12 2.54 3.11
C -0.84 1.33 3.05
C -0.50 -0.03 2.97
C -1.48 -0.99 3.29
C -2.80 -0.59 3.45
C -3.85 -1.57 3.89
F -4.90 -0.97 4.53
F -4.38 -2.25 2.83
F -3.36 -2.51 4.75
C -3.19 0.72 3.19
C -2.20 1.67 2.95
N 0.02 3.32 4.34
C -0.40 2.79 5.75
C 0.30 3.72 6.77
C 1.11 4.77 6.02
C 1.14 4.37 4.57
C 0.79 5.48 3.63
C 1.79 6.04 2.85
C 1.49 7.08 1.97
C 0.17 7.55 1.90
C -0.85 7.01 2.71
C -0.53 5.98 3.60
C 2.42 1.31 2.60
C 3.59 1.17 1.84
H 3.45 4.11 0.14
H 1.17 4.04 1.03
H -0.35 3.24 2.44
H 0.49 -0.40 2.66
H -1.21 -2.04 3.46
H -4.23 1.02 3.24
H -2.50 2.68 2.69
H -0.75 4.00 4.20
H -0.16 1.72 5.83
H -1.48 2.92 5.83
H 0.98 3.17 7.45
H -0.49 4.20 7.38
H 2.14 4.83 6.38
H 0.65 5.76 6.12
H 2.08 3.87 4.29
H 2.79 5.64 2.95
H 2.29 7.50 1.36
H -0.08 8.36 1.19
H -1.88 7.39 2.66
H -1.32 5.64 4.27
H 2.20 0.56 3.36
H 4.24 0.29 1.93
*
```

These are the natural (NBO) partial charges, in e, on atoms 1 to 8: -0.315, 0.976, -0.323, -0.319, -0.124, -0.195, -0.133, -0.073


Look up the HOMO of the second one. -12.642 eV


What is the HOMO-LUMO gap in the first record? 6.17 eV